(1)
45
Properties=species:S:1:pos:R:3:forces:R:3 method="wB97M-V/def2-TZVPD" multiplicity=4 e_tot_ev=-52963.11241 s2=3.7931 charge=+4 lumo_energy_ev="-16.613 / -16.603" e_homo_ev="-20.346 / -20.361"
Y 0.1287 5.2506 -1.1282 -0.312 -4.510 -0.522
Cr -1.8337 2.1095 0.9308 0.814 -2.845 0.433
C 1.7123 -0.2122 -0.5200 -0.845 0.862 0.359
C 0.4853 -0.9302 -1.0940 0.317 -2.077 -1.370
C 1.0003 -2.4027 -1.4675 1.318 -0.160 1.017
C 1.2202 -3.3370 -0.2303 -0.883 1.142 -0.137
C -0.0619 -3.4422 0.5924 1.715 0.122 -0.594
C -0.6107 -2.0554 1.1041 -0.335 -1.569 0.848
N -0.6416 -1.0884 -0.0754 -1.196 4.335 0.910
O -1.3949 0.1556 0.0900 1.715 -2.366 -0.030
C 0.2993 -1.5083 2.2719 0.346 0.213 -0.932
C -2.0036 -2.4476 1.7131 -0.668 1.274 -1.778
C 0.0041 -0.3185 -2.4715 -0.364 -0.661 1.579
H 1.3756 0.6366 0.0752 -0.179 0.205 0.629
H 2.2535 0.2730 -1.3322 0.351 -0.675 -0.219
H 2.3442 -0.8461 0.1020 0.044 0.167 -0.235
H 2.0368 -2.2954 -1.7873 0.004 0.554 -0.532
H 0.5208 -2.8659 -2.3298 -0.626 0.057 0.381
H 2.0027 -2.9228 0.4055 0.237 0.099 -0.100
H 1.5706 -4.3366 -0.4871 -0.104 0.143 -0.390
H 0.2492 -4.0698 1.4275 -0.682 0.224 0.509
H -0.7087 -4.0569 -0.0336 -0.830 0.517 0.343
H 0.0709 -2.0593 3.1843 0.141 -0.099 -0.229
H 0.2196 -0.4454 2.4997 -0.654 0.016 -0.195
H 1.3547 -1.6046 2.0168 0.022 -0.427 0.128
H -2.7564 -1.6786 1.5396 0.145 0.578 0.482
H -1.9786 -2.6961 2.7741 0.220 -0.181 -0.348
H -2.4396 -3.2107 1.0685 0.252 -0.548 0.542
H 0.8290 -0.2836 -3.1831 0.043 -0.337 0.141
H -0.4380 0.6756 -2.4044 -0.111 0.175 0.267
H -0.7634 -1.0181 -2.8026 -0.021 0.325 -0.473
O -0.6311 3.2269 -0.1895 1.166 3.210 -0.836
H 0.0691 2.5827 -0.4115 -0.167 0.086 -0.290
O -0.6289 3.9206 -2.9513 0.627 1.359 1.060
H -0.1242 3.4258 -3.5967 0.503 -0.210 -0.712
H -1.5415 3.7056 -3.1441 -0.961 -0.110 -0.170
O -0.2362 2.0028 2.2542 -0.262 0.098 -0.286
H -0.2970 1.8444 3.1962 -0.207 -0.309 0.647
H 0.6628 2.3020 2.1187 0.380 0.009 -0.143
O -2.4139 3.6437 2.1279 -0.161 0.189 -0.533
H -2.8908 3.5795 2.9554 -0.632 -0.239 0.633
H -2.1095 4.5506 2.0961 0.024 0.311 0.077
O 1.8299 3.0710 -1.5439 -1.071 1.511 0.167
H 1.8821 2.6323 -2.3930 0.226 -0.258 -0.602
H 2.3823 2.5437 -0.9669 0.660 -0.204 0.508

---

(2)
42
Properties=species:S:1:pos:R:3:forces:R:3 method="wB97M-V/def2-TZVPD" multiplicity=1 e_tot_ev=-21494.12317 charge=0 lumo_energy_ev=0.616 e_homo_ev=-8.945 smiles=COCCNCCOC.CO.CO.CO
C 2.3362 -0.4191 -7.9132 -0.616 0.168 1.501
O 2.8985 0.0078 -6.6520 0.493 0.143 0.052
C 2.0378 0.5418 -5.6411 -0.476 -1.969 0.390
C 2.7259 0.8800 -4.2882 1.270 2.322 -0.858
N 1.8403 0.9433 -3.1628 -1.552 -0.993 0.738
C 1.7307 -0.3630 -2.5204 -1.251 -0.887 0.917
C 0.7499 -0.5687 -1.3332 0.925 1.724 -0.535
O 1.1834 0.3432 -0.3248 0.342 -0.403 -0.678
C 0.5542 0.2487 0.9108 0.293 -0.316 0.571
H 3.0067 -0.1338 -8.7238 -0.173 0.129 0.142
H 1.3214 -0.0332 -8.0097 0.064 0.602 -0.389
H 2.1562 -1.4940 -7.9321 0.481 -0.279 0.157
H 1.3191 -0.2086 -5.3118 -0.342 -0.548 -0.367
H 1.3999 1.3228 -6.0549 0.384 0.624 0.220
H 3.1016 1.8945 -4.4212 0.035 0.334 0.010
H 3.6410 0.3952 -3.9479 0.131 -1.116 -1.028
H 2.2027 1.5661 -2.4551 -0.045 0.260 -0.151
H 2.6797 -0.7004 -2.1038 0.455 -0.101 -0.200
H 1.3464 -1.1480 -3.1717 0.448 0.193 -0.808
H 0.8319 -1.6275 -1.0872 0.076 -0.087 0.549
H -0.2879 -0.3486 -1.5831 -0.174 0.042 -0.177
H 0.9638 -0.5535 1.5247 0.068 -0.579 -0.105
H -0.5143 0.0640 0.8003 -0.217 0.443 0.222
H 0.8367 1.1338 1.4807 -0.626 0.299 -0.169
C -1.0518 -0.0650 4.0100 0.605 -1.404 1.023
O -2.0605 0.6648 3.4189 -0.690 0.735 -1.232
H -0.1616 0.5194 4.2428 -0.091 0.251 0.513
H -1.5189 -0.5812 4.8487 0.696 0.121 0.722
H -0.6546 -0.9064 3.4423 -0.441 0.182 -0.881
H -2.5422 1.0821 4.1368 -0.084 0.105 -0.029
C -3.4570 -3.3314 2.8691 -1.353 0.739 -0.871
O -2.7789 -4.3788 3.4404 1.688 -0.794 1.069
H -2.7890 -2.6504 2.3418 0.316 -0.503 -0.232
H -4.1838 -3.7791 2.1913 -0.234 0.577 -0.478
H -3.9903 -2.6420 3.5237 -0.141 -0.269 0.637
H -3.3142 -4.9276 4.0182 -0.261 0.285 -0.122
C -1.6055 3.2450 6.7940 -0.393 0.878 -1.147
O -2.8260 2.6138 6.4251 -0.125 -1.154 0.233
H -1.1746 3.5972 5.8568 0.467 0.383 0.165
H -1.8782 4.0950 7.4194 0.584 0.027 0.271
H -0.8509 2.5967 7.2394 -0.620 -0.300 0.241
H -3.2238 3.1052 5.7027 0.083 0.133 0.114

---

(3)
45
Properties=species:S:1:pos:R:3:forces:R:3 method="wB97M-V/def2-TZVPD" multiplicity=1 e_tot_ev=-28118.94388 charge=+1 lumo_energy_ev=-3.545 e_homo_ev=-8.383
Cd 1.7631 -0.1008 1.8433 -1.626 0.758 -1.702
C -1.8113 -1.7726 0.8734 -0.975 0.595 0.306
C -1.4968 -1.0526 -0.4228 0.419 -0.426 -0.669
C -2.8214 -0.8416 -1.1737 0.372 0.510 0.096
C -2.6204 -0.0062 -2.4402 -0.002 -0.807 0.134
C -2.0078 1.3226 -2.0454 -0.792 0.112 -0.454
C -0.7119 1.2073 -1.2316 0.043 0.628 -0.377
N -0.8774 0.2285 -0.1934 -0.725 0.263 0.457
O -0.1878 0.4146 1.0002 0.787 -0.016 0.404
C -0.5107 2.5874 -0.6237 -0.252 0.273 0.825
C 0.4610 0.9600 -2.2189 -0.434 -0.656 -0.412
C -0.5997 -1.9936 -1.2576 0.662 -0.537 0.044
H -2.2994 -2.7133 0.6157 0.444 -0.277 0.175
H -2.5853 -1.2264 1.4244 0.219 0.191 0.031
H -0.9504 -1.8440 1.5278 0.049 -0.390 -0.136
H -3.4303 -0.2501 -0.4818 -0.306 -0.265 -0.095
H -3.2727 -1.8171 -1.3643 -0.147 0.089 -0.078
H -3.5723 0.1021 -2.9639 0.015 0.255 0.067
H -1.9826 -0.5635 -3.1355 0.033 0.162 -0.026
H -2.7681 1.8717 -1.4764 0.198 -0.111 0.297
H -1.8674 1.9500 -2.9331 0.374 -0.121 0.026
H 0.5128 2.7166 -0.2815 0.013 0.255 -0.028
H -1.1523 2.7229 0.2496 0.055 -0.212 0.043
H -0.8023 3.3896 -1.3029 0.362 -0.132 -0.308
H 0.7951 1.8926 -2.6745 0.176 -0.017 0.065
H 0.1085 0.3191 -3.0330 0.088 0.076 -0.065
H 1.2804 0.3916 -1.7755 0.092 0.375 0.239
H 0.4464 -1.9126 -0.9355 -0.231 0.077 0.122
H -0.5816 -1.7875 -2.3260 -0.154 0.078 0.002
H -0.8583 -3.0478 -1.1191 -0.182 0.071 -0.133
O 2.4904 -0.9247 -0.0645 0.975 -0.686 -0.892
H 2.2072 -1.7579 -0.4607 -0.148 0.042 -0.003
H 3.0208 -0.4881 -0.7407 0.034 0.070 0.033
O 2.5050 1.9575 0.9944 0.611 0.393 0.009
H 3.2782 2.4701 1.2579 0.019 0.031 -0.036
H 2.3591 2.1747 0.0653 -0.307 -0.024 0.007
O 3.8064 -0.1266 2.7531 0.750 0.241 0.572
H 3.9464 0.5779 3.3965 0.023 -0.010 0.057
H 4.6147 -0.6506 2.7736 -0.055 -0.165 -0.154
O 0.9804 0.8037 3.6611 -0.109 0.620 1.276
H 0.9873 0.5545 4.5914 -0.008 -0.046 0.019
H 0.5884 1.6854 3.6274 -0.216 -0.066 -0.262
O 1.3063 -2.1342 2.5089 -0.052 -1.258 0.693
H 1.6497 -3.0109 2.3010 0.064 0.013 -0.080
H 0.6605 -2.2778 3.2111 -0.154 0.043 -0.088

---

(4)
47
Properties=species:S:1:pos:R:3:forces:R:3 method="wB97M-V/def2-TZVPD" multiplicity=1 e_tot_ev=-30931.40308 charge=-1 lumo_energy_ev=2.917 e_homo_ev=-6.579
F 0.1973 0.1245 0.2528 -0.215 -0.041 -0.064
C 1.6834 -3.0739 0.3014 0.607 2.108 -0.001
O 1.1227 -2.3984 1.4333 0.235 -1.158 -0.071
H 0.9599 -3.1555 -0.5098 -0.316 -1.275 0.278
H 2.3956 -2.4141 -0.1942 0.417 0.404 0.132
H 2.3323 -3.8868 0.6274 -0.901 -0.558 -0.087
H 0.8134 -1.5410 1.1320 -0.199 0.464 -0.284
C -3.0787 1.0378 -0.9129 -1.168 1.336 -0.707
C -4.2452 0.7577 -1.9085 0.453 -0.103 -0.394
O -5.2646 1.7934 -1.9835 0.747 -0.476 0.798
O -2.2353 -0.0655 -0.8998 -0.514 -0.525 -0.325
H -3.4595 1.3182 0.0692 -0.391 -0.469 0.318
H -2.5431 1.9438 -1.1964 0.152 0.147 -0.500
H -4.6236 -0.2360 -1.6689 -0.529 0.062 0.456
H -3.8659 0.6135 -2.9202 0.521 0.186 0.014
H -6.0104 1.4323 -2.4682 0.083 -0.079 0.000
H -1.4545 0.1568 -0.3873 0.985 -0.093 0.565
C 0.4483 -1.8239 -3.0824 -0.708 -0.057 -0.098
C -0.6770 -1.5655 -4.0334 0.541 1.482 -1.687
O -1.6978 -0.7653 -3.5475 -0.521 0.062 0.833
O 1.1512 -0.6770 -2.5870 -0.762 -0.996 -0.724
H 1.0936 -2.4541 -3.6944 0.511 -0.282 0.692
H -0.1506 -2.3502 -2.3391 1.058 -0.439 0.977
H -1.1014 -2.5175 -4.3525 0.259 -0.139 -0.331
H -0.2551 -0.9556 -4.8322 0.211 -0.594 -0.960
H -1.3269 -0.4472 -2.7212 -0.862 0.640 0.652
H 0.7968 -0.5136 -1.7099 0.020 0.373 0.684
C 0.7738 0.4559 3.4821 1.456 -0.940 2.483
C 0.3323 0.4256 4.9397 1.083 -1.249 1.647
O 0.0992 1.6689 5.5484 -0.513 1.522 -0.267
O -0.1864 1.1496 2.8881 -3.027 1.460 -2.356
H 0.8220 -0.5796 3.1453 0.205 -0.258 0.050
H 1.7136 0.9467 3.2290 0.717 -0.208 0.777
H 1.0104 -0.0091 5.6741 0.976 -0.872 -0.705
H -0.5476 -0.2020 5.0817 -0.448 -0.052 -0.798
H -0.2758 1.4576 6.4065 -0.016 0.254 -0.014
H -0.1809 0.8115 1.9896 -0.462 0.242 -0.881
C 2.4922 2.1518 -0.3453 -1.396 0.333 0.497
C 3.3118 1.2876 0.5660 1.844 0.799 -0.563
O 2.8026 0.0223 0.6263 -0.427 -1.251 0.385
O 1.3055 2.6297 0.3602 1.357 0.631 -0.760
H 2.1820 1.5246 -1.1811 -0.046 -0.082 -0.221
H 3.0327 2.9868 -0.7910 -0.045 0.271 0.436
H 3.4368 1.7235 1.5572 -0.119 0.348 0.175
H 4.3034 1.1507 0.1345 0.487 0.458 -0.060
H 1.8775 0.1665 0.4141 -1.101 -0.864 0.143
H 0.6902 1.8943 0.4078 -0.238 -0.521 -0.133